(1)
C30H32N3S | ωB97M-V with the def2-TZVPD basis set

Structure (XYZ):
```
66
C30H32N3S ωB97M-V with the def2-TZVPD basis set
C 4.677 3.251 2.254
N 3.254 2.916 2.225
C 2.237 3.821 2.151
C 1.001 3.154 2.193
C -0.263 3.781 2.252
C -1.539 3.125 2.177
C -1.803 2.055 1.295
C -3.001 1.383 1.336
C -3.992 1.740 2.248
C -5.247 0.944 2.350
C -3.768 2.833 3.083
C -2.585 3.526 3.034
C 1.308 1.741 2.333
C 0.515 0.604 2.521
C 1.116 -0.624 2.648
C 2.508 -0.741 2.620
C 3.308 0.369 2.478
C 2.710 1.621 2.336
H 5.287 2.357 2.354
H 4.959 3.762 1.336
H 4.886 3.909 3.094
H 2.383 4.885 2.071
H -0.265 4.830 2.505
H -1.042 1.763 0.589
H -3.188 0.566 0.658
H -5.920 1.357 3.104
H -5.782 0.926 1.399
H -5.031 -0.087 2.633
H -4.527 3.113 3.796
H -2.415 4.359 3.693
H -0.552 0.696 2.580
H 0.512 -1.509 2.768
H 2.955 -1.716 2.720
H 4.379 0.284 2.486
C -2.532 -4.505 5.891
C -3.153 -5.368 4.795
C -4.220 -6.301 5.371
C -2.035 -6.121 4.017
C -2.625 -7.089 2.968
C -1.567 -7.642 2.024
N -0.680 -6.561 1.589
C 0.022 -6.561 0.358
C 0.807 -5.416 0.201
C 1.568 -5.243 -0.939
C 1.539 -6.208 -1.929
C 0.748 -7.338 -1.786
C -0.010 -7.523 -0.648
S 0.640 -4.341 1.597
C -0.523 -5.429 2.387
N -1.111 -5.173 3.503
H -2.046 -5.128 6.643
H -1.772 -3.839 5.479
H -3.281 -3.895 6.402
H -3.638 -4.698 4.064
H -3.778 -7.019 6.062
H -4.979 -5.742 5.921
H -4.732 -6.864 4.590
H -1.471 -6.721 4.749
H -3.152 -7.910 3.468
H -3.387 -6.556 2.391
H -0.958 -8.409 2.512
H -2.025 -8.112 1.148
H 2.171 -4.359 -1.041
H 2.136 -6.080 -2.817
H 0.724 -8.075 -2.572
H -0.627 -8.396 -0.533
```

energy above the lowest of the compared OMol25 structures with the same formula, charge and spin = 0.735 eV
total energy = -46929.315 eV
charge = +1
Kohn-Sham gap = 4.43 eV

***

(2)
C30H32N5 | ωB97M-V with the def2-TZVPD basis set

Structure (XYZ):
```
67
C30H32N5 ωB97M-V with the def2-TZVPD basis set
C -5.254 0.941 -5.777
C -4.051 0.690 -6.457
C -2.965 0.136 -5.783
C -3.069 -0.160 -4.400
C -1.972 -0.687 -3.628
C -0.786 -1.292 -4.015
N -0.088 -1.472 -2.865
C 1.290 -1.939 -2.711
C 2.145 -0.882 -2.034
C 3.614 -1.253 -1.888
C 4.081 -0.376 -0.709
C 2.799 -0.028 0.080
N 1.687 -0.578 -0.676
N -0.817 -1.007 -1.818
N -1.953 -0.560 -2.263
C -4.269 0.130 -3.718
C -5.361 0.655 -4.405
H -6.104 1.362 -6.316
H -3.963 0.928 -7.519
H -2.018 -0.064 -6.290
H -0.434 -1.550 -4.998
H 1.305 -2.857 -2.095
H 1.657 -2.153 -3.724
H 2.073 0.048 -2.643
H 3.703 -2.319 -1.637
H 4.168 -1.065 -2.815
H 4.822 -0.881 -0.086
H 4.510 0.556 -1.091
H 2.822 -0.481 1.079
H 2.684 1.062 0.225
H 0.899 0.056 -0.760
H -4.311 -0.068 -2.645
H -6.293 0.840 -3.871
C 1.110 -4.370 3.224
N 0.920 -2.952 3.010
C 0.382 -2.402 1.884
C 0.350 -1.001 2.017
C -0.092 -0.099 1.039
C -0.484 1.260 1.353
C -1.118 1.610 2.579
C -1.390 2.935 2.899
C -1.044 3.967 2.019
C -1.258 5.396 2.418
C -0.512 3.631 0.768
C -0.269 2.305 0.421
C 0.938 -0.697 3.328
C 1.323 0.463 3.986
C 1.869 0.365 5.280
C 2.115 -0.883 5.872
C 1.828 -2.071 5.178
C 1.249 -1.945 3.923
H 1.613 -4.522 4.181
H 0.149 -4.900 3.234
H 1.724 -4.803 2.424
H 0.058 -3.004 1.042
H -0.545 -0.551 0.146
H -1.388 0.823 3.286
H -1.853 3.185 3.856
H -0.974 6.069 1.604
H -2.307 5.587 2.676
H -0.659 5.658 3.300
H -0.277 4.436 0.068
H 0.129 2.062 -0.567
H 1.192 1.429 3.503
H 2.099 1.277 5.835
H 2.545 -0.933 6.874
H 2.028 -3.058 5.591
```

total energy = -39072.626 eV
charge = +1
Kohn-Sham gap = 5.95 eV